# 1
Computed, not measured: a molecular structure, C29H30Cl4F2IrN4O3P, with ωB97M-V/def2-TZVPD.

Last column: Mulliken spin population.
Element x y z (Å)
Ir 0.59518 -1.11092 -1.69257  2.473
F -0.49529 -5.79283 0.98477  0.000
C 0.29078 -4.71179 0.84142  -0.006
C 0.10863 -3.87503 -0.24220  0.025
C 0.92500 -2.76192 -0.40961  0.094
C 1.95036 -2.51992 0.53720  -0.048
C 2.04970 -3.36517 1.63982  0.005
F 2.93169 -3.10614 2.63507  0.001
C 1.23986 -4.46638 1.81411  0.032
C 2.86233 -1.38594 0.30752  0.027
C 4.14334 -1.28220 0.85426  0.010
C 4.92332 -0.17851 0.56551  -0.010
C 4.42793 0.80208 -0.28380  0.015
C 3.17180 0.61639 -0.82462  -0.013
N 2.41140 -0.43685 -0.53217  0.114
H -0.67906 -4.10847 -0.94766  0.012
H 1.34646 -5.10648 2.67833  0.002
H 4.52381 -2.06318 1.49215  0.001
H 5.91366 -0.08979 0.99274  -0.001
H 5.00768 1.68101 -0.52830  0.001
H 2.74615 1.32509 -1.52646  -0.004
Cl 3.69184 -1.27655 -8.13583  0.010
C 2.82668 -0.83097 -6.72123  0.042
C 2.22992 0.45655 -6.64562  0.120
Cl 2.37776 1.53630 -7.97038  0.021
C 1.53173 0.84009 -5.51894  -0.032
Cl 0.81400 2.40366 -5.40486  0.000
C 1.38800 -0.03212 -4.41772  0.134
O 0.74756 0.27702 -3.37055  0.243
C 2.00966 -1.36407 -4.48541  0.157
O 1.88043 -2.12054 -3.49855  0.312
C 2.71566 -1.71364 -5.67272  0.072
Cl 3.43482 -3.27344 -5.74102  0.009
O -0.96536 -0.19293 -0.26886  0.139
P -1.41632 0.73628 0.80389  0.053
N -1.23750 2.30131 0.31315  -0.002
C -1.42707 3.46917 1.18280  0.001
C -2.44018 4.33385 0.43900  0.000
C -2.06995 4.08486 -1.02666  0.000
C -1.68628 2.60385 -1.06538  -0.006
N -2.97035 0.32007 1.16060  0.005
C -3.58593 -0.90137 0.59896  -0.001
C -4.86406 -1.07589 1.42264  0.001
C -5.17830 0.34029 1.91408  0.000
C -3.79150 0.89077 2.22448  0.002
N -0.59616 0.70708 2.25164  -0.002
C -0.60786 -0.59201 2.95213  -0.002
C 0.49133 -0.43265 3.99236  0.000
C 1.56351 0.35182 3.22836  0.000
C 0.76638 1.29009 2.31287  0.000
H -0.47921 4.00927 1.28383  0.000
H -1.75088 3.16995 2.17994  0.000
H -2.36352 5.38313 0.72129  0.000
H -3.45875 3.99452 0.64249  0.000
H -1.21524 4.70418 -1.30352  0.000
H -2.88516 4.30797 -1.71267  0.000
H -0.89333 2.39680 -1.78477  0.003
H -2.54779 1.98208 -1.33029  0.001
H -2.91793 -1.75892 0.67848  0.000
H -3.81152 -0.75210 -0.45908  0.001
H -4.68290 -1.73168 2.27622  0.000
H -5.67000 -1.50519 0.83014  0.000
H -5.83628 0.35772 2.78195  0.000
H -5.64281 0.92293 1.11595  0.000
H -3.46115 0.55069 3.21469  0.000
H -3.74979 1.98138 2.21290  0.000
H -0.37187 -1.41932 2.26965  -0.001
H -1.58697 -0.78026 3.39656  0.000
H 0.85753 -1.39062 4.35923  0.000
H 0.12012 0.14891 4.83854  0.000
H 2.16667 -0.33300 2.63290  -0.001
H 2.23057 0.90301 3.88946  0.000
H 1.21627 1.36331 1.32088  -0.007
H 0.70680 2.29531 2.73644  0.000

Values from the calculation:
Charge ... 0
Multiplicity ... 5
HOMO level (alpha / beta) ... -6.68 / -8.09 eV
DFT total energy ... -4054.0191 Eh



# 2
Computed, not measured: a molecular structure, C29H30CoF6N6O5S7, with ωB97M-V/def2-TZVPD.

Last column: Mulliken spin population.
Element x y z (Å)
Co 0.13180 0.88382 -0.45280  2.778
C -1.71822 5.62680 1.34657  0.004
S -0.06810 5.55693 0.63780  0.002
C 0.12833 3.85891 0.24702  0.004
S -1.14076 2.74307 0.47307  0.067
N 1.35553 3.65579 -0.20852  -0.002
N 1.54486 2.39312 -0.63933  0.016
C 2.72265 2.00674 -0.93546  0.016
C 2.83702 0.65603 -1.49638  0.017
C 4.00250 0.19481 -2.09464  0.005
C 3.97648 -1.02784 -2.74363  -0.005
C 2.79111 -1.74576 -2.79915  0.005
C 1.68043 -1.23261 -2.14924  0.013
N 1.71697 -0.08520 -1.48109  0.056
H -1.89979 6.68118 1.55402  0.000
H -1.76992 5.05720 2.27178  -0.002
H -2.46313 5.25757 0.64598  -0.001
H 3.58540 2.65551 -0.82605  0.003
H 4.89901 0.79919 -2.06298  0.001
H 4.86946 -1.40503 -3.22492  0.000
H 2.72026 -2.68050 -3.33755  0.001
H 0.71797 -1.73266 -2.15733  0.003
O -1.28721 -0.25865 -1.16081  -0.037
C -2.34465 0.08708 -1.99439  -0.014
C -2.44375 -0.92924 -3.12790  0.000
C -2.89477 -0.76519 -4.40048  0.002
C -2.91482 -1.98027 -5.14707  0.000
C -2.47836 -3.04167 -4.42059  0.000
S -2.03770 -2.57307 -2.83024  0.000
C -2.15498 1.47565 -2.59648  -0.001
C -2.93763 2.58358 -2.53213  0.004
C -2.31660 3.73992 -3.09029  0.002
C -1.07018 3.48384 -3.56218  -0.001
S -0.64564 1.83743 -3.35237  0.002
C -3.65013 0.04638 -1.21052  0.006
C -4.94159 0.10378 -1.63827  0.000
C -5.88102 0.05580 -0.56986  0.000
C -5.27582 -0.04217 0.64523  0.000
S -3.57039 -0.06993 0.49767  0.003
H -3.19101 0.19816 -4.79439  0.000
H -3.22610 -2.05002 -6.17993  0.000
H -2.37383 -4.06749 -4.73787  0.000
H -3.90990 2.58881 -2.06074  0.001
H -2.77407 4.71913 -3.11489  0.000
H -0.37800 4.17006 -4.02452  0.000
H -5.21175 0.16900 -2.68413  0.000
H -6.95354 0.08911 -0.70469  0.000
H -5.74298 -0.09245 1.61662  0.000
C -0.51046 -3.98880 1.20526  -0.001
C -0.69205 -2.66593 0.42020  0.000
N 0.09824 -1.61220 1.04121  0.033
C -0.46494 -1.29610 2.35393  0.001
C -0.57593 -2.57426 3.21484  -0.001
N 0.18624 -3.65165 2.49468  0.000
C 1.59258 -3.17881 2.22279  0.000
C 1.48462 -2.06028 1.17016  -0.007
H 0.12360 -4.70739 0.68704  0.000
H -1.45500 -4.46733 1.45952  0.000
H -1.73492 -2.35310 0.39856  0.003
H -0.37574 -2.80131 -0.61046  0.001
H -1.44531 -0.84537 2.21462  0.008
H 0.18032 -0.57735 2.84569  -0.006
H -1.59772 -2.93442 3.33093  0.000
H -0.11741 -2.45420 4.19498  0.000
H 0.22689 -4.47962 3.08090  0.000
H 2.16563 -4.04059 1.88391  0.000
H 2.00808 -2.81992 3.16338  0.000
H 1.82453 -2.40963 0.19468  0.002
H 2.10232 -1.22604 1.47400  0.003
F 0.88368 3.33359 3.40798  0.000
C 1.44167 2.26826 3.96969  0.001
F 0.48373 1.53607 4.54972  0.000
F 2.30435 2.65900 4.89927  0.000
S 2.30254 1.27465 2.68228  -0.002
O 1.24813 0.97424 1.74069  0.018
O 3.42342 2.05197 2.25294  0.001
N 2.63591 -0.06406 3.44244  0.001
S 4.07238 -0.56193 3.89350  0.000
O 3.93286 -1.96575 4.17907  0.000
O 4.74478 0.29039 4.81999  0.000
C 5.16649 -0.54523 2.37017  0.000
F 5.95664 -1.62028 2.40123  0.000
F 5.92766 0.53287 2.31879  0.000
F 4.43874 -0.61416 1.23946  0.000

Values from the calculation:
Charge ... 0
Multiplicity ... 4
HOMO level (alpha / beta) ... -7.57 / -7.58 eV
DFT total energy ... -6597.0724 Eh



# 3
Computed, not measured: a molecular structure, C29H30CuN8OTe, with ωB97M-V/def2-TZVPD.

Last column: Mulliken spin population.
Element x y z (Å)
Cu 0.08906 0.77570 -0.23777  0.642
N -0.32951 0.74279 -4.45446  0.004
C -0.58692 0.81778 -3.15921  0.001
N 0.32023 0.75396 -2.22325  0.080
C 1.66585 0.59615 -2.57893  0.008
N 2.59415 0.53679 -1.66974  0.014
N 2.05278 0.68986 -0.41706  0.108
C 2.82490 0.86549 0.58672  0.011
C 2.12540 1.10336 1.85902  -0.013
C 2.76284 1.19981 3.08200  0.001
C 1.99168 1.45737 4.21249  -0.003
C 0.62347 1.60586 4.07257  0.003
C 0.06007 1.48846 2.81201  -0.006
N 0.78869 1.24565 1.72692  0.078
C 2.00417 0.51588 -3.98947  0.005
C 3.32218 0.37576 -4.43482  0.002
C 3.58380 0.30884 -5.78592  0.000
C 2.54220 0.38127 -6.71376  0.001
C 1.23372 0.52316 -6.29737  -0.001
C 0.97812 0.59051 -4.93356  0.000
H -1.09440 0.79805 -5.11210  -0.001
H -1.62473 0.93995 -2.87203  -0.001
H 3.90415 0.86148 0.48091  0.008
H 3.83520 1.08170 3.14278  0.001
H 2.45672 1.54408 5.18460  0.000
H -0.01039 1.80856 4.92340  0.001
H -1.00949 1.59480 2.67178  0.001
H 4.11972 0.32087 -3.70895  -0.001
H 4.60152 0.20057 -6.13082  0.000
H 2.76061 0.32758 -7.77110  0.000
H 0.42523 0.58070 -7.01374  0.000
C -1.76417 -2.61818 -0.70574  -0.001
Te -0.74067 -1.54273 0.82066  0.001
C 1.09796 -2.59760 0.61633  -0.002
H -1.21862 -2.53878 -1.64167  0.000
H -2.76307 -2.20396 -0.81180  0.000
H -1.83816 -3.65663 -0.39593  0.000
H 0.97883 -3.58429 1.05292  0.000
H 1.86879 -2.05162 1.15367  0.000
H 1.35762 -2.66822 -0.43630  0.000
C 6.40526 4.28597 1.55089  0.000
C 4.94814 4.58997 1.37170  0.000
C 4.48438 5.22911 0.22336  0.000
C 3.14462 5.52745 0.03227  0.000
C 2.22804 5.17178 1.01844  0.000
N 0.83848 5.38743 0.89978  0.000
C 0.16317 6.02579 -0.10330  0.000
O 0.62803 6.73435 -0.95615  0.000
N -1.22970 5.75352 -0.04286  0.001
C -1.75725 4.47844 0.04724  -0.001
C -3.11133 4.25272 0.31147  -0.003
C -3.57783 2.95487 0.41179  0.003
C -2.69684 1.89404 0.25876  0.002
N -1.41008 2.10482 -0.02202  0.057
C -0.95764 3.35172 -0.15304  0.001
C 2.66786 4.52997 2.17497  0.000
C 4.01225 4.24980 2.34618  0.001
H 7.02408 5.08937 1.15363  0.000
H 6.68332 3.36920 1.02733  0.000
H 6.65662 4.16028 2.60307  0.000
H 5.19230 5.52624 -0.54006  0.000
H 2.82090 6.04979 -0.85387  0.000
H 0.28991 5.11780 1.70075  0.000
H -1.80065 6.47917 -0.45204  0.000
H -3.78163 5.09043 0.45319  0.000
H -4.61825 2.76214 0.62878  0.000
H -3.01771 0.86565 0.36282  0.001
H 0.08864 3.45883 -0.40052  -0.001
H 1.95861 4.28012 2.95826  0.000
H 4.34464 3.78736 3.26833  0.000

Values from the calculation:
Charge ... +2
Multiplicity ... 2
HOMO level (alpha / beta) ... -12.73 / -12.73 eV
DFT total energy ... -3544.4405 Eh